Here is a molecular structure, C71H64AuN2O5P2S from the OMol25 dataset. Energies are from ωB97M-V/def2-TZVPD.

E_HOMO = -9.05 eV
LUMO = -3.82 eV
Total charge = +1
Strongest force on any atom = 0.022 Eh/bohr

```
146
Properties=species:S:1:pos:R:3:forces:R:3
Au 0.057395 0.885353 0.244564 0.820 0.053 -0.469
O -1.000363 4.013275 1.184350 0.120 0.196 0.777
C -0.256489 5.027600 0.634426 -0.104 -0.106 -0.165
C -0.632088 6.364853 0.581039 0.044 0.049 0.048
C 0.243511 7.285505 0.032200 0.017 -0.021 0.004
C 1.472381 6.879707 -0.470387 -0.027 -0.008 0.037
C 1.797303 5.537360 -0.454819 -0.051 -0.027 -0.038
C 0.926045 4.586147 0.083450 0.188 0.040 -0.361
P 1.453208 2.817303 -0.033988 -0.680 0.778 0.021
C 1.831964 2.844015 -1.800596 0.143 -0.373 -0.057
C 0.715509 2.758934 -2.635556 -0.029 0.089 0.084
C 0.866819 2.715308 -4.007927 0.059 0.038 -0.017
C 2.139619 2.782059 -4.562814 -0.039 -0.012 0.000
C 3.245496 2.906226 -3.739530 0.014 0.028 0.010
C 3.098473 2.926562 -2.358170 0.017 0.000 -0.012
C 2.715865 2.961215 1.251561 0.020 -0.253 0.086
C 3.961254 3.538179 1.042340 0.003 0.054 0.036
C 4.809067 3.756589 2.118605 0.001 0.053 -0.041
C 4.427900 3.394648 3.398826 -0.047 -0.008 0.054
C 3.182351 2.816889 3.609739 0.011 0.025 -0.021
C 2.324581 2.609105 2.542723 0.033 -0.021 -0.049
C -2.359907 4.124906 1.229269 -0.073 -0.170 -0.354
C -3.037397 5.090319 1.963136 -0.051 -0.095 0.084
C -4.414628 5.152314 1.865936 -0.007 -0.006 -0.005
C -5.103813 4.255581 1.055168 0.000 0.002 0.025
C -4.421411 3.246015 0.406856 0.077 0.127 -0.092
C -3.028647 3.160169 0.499723 0.162 0.081 -0.197
P -2.220987 1.565021 0.007543 -0.417 -0.240 1.045
C -2.673353 1.281427 -1.706182 0.260 0.235 -0.226
C -2.394996 0.048889 -2.299565 -0.012 -0.013 0.054
C -2.717929 -0.150100 -3.633614 0.034 -0.013 0.003
C -3.249044 0.884562 -4.390972 -0.014 -0.003 0.005
C -3.446654 2.135611 -3.822530 0.012 0.001 0.009
C -3.159650 2.337733 -2.481843 -0.074 -0.071 -0.005
C -3.313487 0.672575 1.157799 0.074 -0.337 -0.294
C -2.974558 0.662167 2.499134 -0.064 -0.001 0.136
C -3.908701 0.232297 3.436513 0.112 0.029 -0.045
C -5.152372 -0.215411 3.027159 -0.042 -0.017 -0.034
C -5.485350 -0.212706 1.677236 -0.034 0.056 0.066
C -4.574200 0.245600 0.748996 0.070 -0.052 -0.102
H -1.587279 6.699382 0.951156 0.031 -0.017 0.010
H -0.039104 8.329140 0.005858 -0.006 0.008 -0.026
H 2.160264 7.599251 -0.891662 0.005 0.009 0.005
H 2.737257 5.223222 -0.887716 -0.006 0.007 -0.048
H -0.283239 2.722576 -2.211969 -0.001 -0.039 -0.014
H -0.004828 2.621962 -4.642173 -0.019 0.007 0.002
H 2.266108 2.733368 -5.635951 -0.001 0.026 -0.010
H 4.237221 2.975267 -4.166788 0.012 -0.031 0.000
H 3.981724 2.984567 -1.740121 0.006 -0.052 0.016
H 4.295363 3.821220 0.056150 -0.006 0.012 -0.025
H 5.775030 4.212868 1.947518 0.012 -0.016 -0.009
H 5.092556 3.573078 4.233319 0.009 -0.020 0.009
H 2.876187 2.537183 4.608825 -0.015 0.008 0.013
H 1.350339 2.169539 2.716664 -0.051 -0.022 0.014
H -2.495003 5.756661 2.618037 0.026 0.020 -0.032
H -4.955893 5.904204 2.423672 -0.010 -0.001 0.019
H -6.179679 4.316170 0.968974 -0.008 0.014 -0.018
H -4.973189 2.515128 -0.165491 -0.025 0.032 0.005
H -1.941827 -0.749534 -1.724916 -0.051 -0.050 0.046
H -2.536869 -1.117126 -4.084101 -0.007 -0.015 0.005
H -3.498274 0.721123 -5.431165 0.023 -0.002 -0.019
H -3.824150 2.954595 -4.419771 -0.020 -0.001 -0.002
H -3.312030 3.315009 -2.043981 -0.030 0.001 0.009
H -2.000135 1.010193 2.829636 0.016 -0.048 0.000
H -3.657082 0.251512 4.486738 0.040 -0.035 0.043
H -5.868188 -0.564854 3.759417 -0.010 0.012 0.011
H -6.457223 -0.561879 1.353944 -0.004 -0.004 0.000
H -4.842702 0.284532 -0.299545 0.051 -0.139 -0.020
C 3.978830 -4.500004 -0.964785 -0.044 -0.020 -0.026
C 3.558160 -3.665251 0.224510 0.024 -0.045 0.054
C 4.045302 -4.285163 1.533183 -0.026 0.051 0.002
O 2.162773 -3.503915 0.205268 0.025 0.119 -0.119
C 1.909095 -2.342089 0.991221 0.036 -0.097 -0.015
C 3.052113 -1.425994 0.537064 0.225 0.049 0.114
O 4.063588 -2.328886 0.106166 -0.038 -0.102 0.169
C 2.884488 -0.355118 -0.554535 -0.125 -0.027 -0.079
O 2.079969 0.673649 0.060251 0.261 -0.249 -0.049
C 4.292755 0.273736 -0.725619 -0.120 0.301 0.030
C 4.898443 0.464806 -1.964527 0.003 0.005 -0.013
C 6.176636 0.993902 -2.069604 0.003 0.031 0.006
C 6.875819 1.368525 -0.932768 0.000 0.010 -0.010
C 6.265320 1.237455 0.304541 -0.021 -0.014 0.014
C 4.987557 0.708794 0.402088 0.039 -0.066 -0.045
C 2.394358 -0.924318 -1.887924 -0.069 -0.049 0.032
C 3.225798 -1.809810 -2.580178 0.039 -0.111 0.058
C 2.864043 -2.349504 -3.800950 -0.052 -0.012 -0.025
C 1.646016 -2.023046 -4.377581 -0.011 0.052 0.012
C 0.812145 -1.142182 -3.711978 0.076 -0.016 0.014
C 1.186777 -0.602945 -2.487385 -0.012 0.147 -0.002
C 0.363790 -2.033039 1.094967 0.122 -0.166 -0.252
O -0.239010 -1.184187 0.118653 0.060 0.149 0.195
C -0.151792 -3.492322 0.959625 -0.520 0.302 -0.028
C -0.107955 -4.357729 2.038834 -0.058 -0.131 0.104
C -0.498472 -5.689778 1.908717 0.063 0.104 0.032
C -0.892312 -6.177832 0.676146 -0.031 0.040 -0.099
C -0.899957 -5.320580 -0.422741 0.017 -0.130 0.009
C -0.541528 -3.995682 -0.277962 0.319 0.166 -0.075
C 0.086398 -1.477854 2.492616 -0.025 0.150 -0.008
C -1.053409 -1.847208 3.197580 -0.055 0.002 0.046
C -1.234229 -1.439020 4.511045 -0.059 0.001 -0.037
C -0.317662 -0.599543 5.124268 -0.004 0.049 -0.004
C 0.768555 -0.139176 4.395068 -0.023 0.004 -0.036
C 0.969383 -0.580095 3.093288 -0.053 -0.035 0.044
H 3.890285 -5.558814 -0.725307 -0.011 -0.015 -0.001
H 5.018617 -4.282324 -1.207856 0.028 -0.037 0.021
H 3.349194 -4.278653 -1.822944 0.015 -0.006 0.020
H 3.431152 -5.154084 1.770294 0.027 -0.041 -0.017
H 3.996717 -3.578472 2.360531 -0.007 0.000 0.010
H 5.082523 -4.599949 1.426205 0.020 0.013 0.004
H 2.139850 -2.595714 2.033258 0.088 -0.051 -0.039
H 3.419850 -0.901365 1.418939 -0.016 0.083 -0.012
H 4.368580 0.217029 -2.871515 0.030 -0.041 -0.003
H 6.625894 1.110503 -3.047664 0.001 0.004 -0.013
H 7.878898 1.766714 -1.010916 0.011 0.001 0.000
H 6.780416 1.551278 1.203563 0.006 -0.005 -0.001
H 4.528942 0.659064 1.380128 0.010 -0.034 0.033
H 4.180556 -2.077381 -2.154364 -0.030 0.054 -0.042
H 3.542416 -3.025335 -4.305420 0.011 -0.023 0.002
H 1.362646 -2.433223 -5.337955 -0.017 -0.022 0.003
H -0.136184 -0.859389 -4.143482 -0.067 0.051 -0.049
H 0.508960 0.102842 -2.032880 -0.010 -0.003 0.038
H 0.236790 -4.009443 3.004466 -0.035 -0.026 0.004
H -0.479199 -6.340214 2.773442 0.047 -0.016 0.009
H -1.163666 -7.219926 0.562615 -0.035 -0.005 -0.008
H -1.185499 -5.692793 -1.398736 0.008 -0.011 -0.014
H -0.511858 -3.342724 -1.139600 -0.062 0.019 0.014
H -1.790160 -2.482019 2.721982 0.012 -0.010 0.014
H -2.098854 -1.788223 5.059221 -0.044 -0.003 0.021
H -0.446155 -0.308010 6.158443 -0.019 0.031 0.000
H 1.482532 0.535011 4.849069 0.038 0.020 0.025
H 1.836874 -0.230176 2.550366 0.086 -0.020 -0.007
S -3.036103 -2.403008 0.016079 -0.530 -0.007 -0.163
C -4.243763 -3.509965 -0.341234 -0.091 -0.207 0.051
N -4.190792 -4.761623 0.147110 -0.026 0.035 0.142
C -5.187448 -5.785236 -0.118354 0.063 0.034 -0.057
C -6.538820 -5.112160 -0.262624 -0.045 -0.001 0.034
C -6.449673 -4.081550 -1.372523 0.058 0.002 -0.025
N -5.310067 -3.207634 -1.119419 0.076 0.121 -0.028
H -3.363602 -4.982105 0.680645 0.009 0.002 -0.034
H -5.181598 -6.497658 0.705019 0.007 0.011 0.005
H -4.940177 -6.326863 -1.037778 -0.012 -0.062 0.023
H -6.791281 -4.614647 0.676560 -0.032 -0.028 0.003
H -7.315569 -5.843289 -0.482223 0.008 0.002 -0.036
H -7.353368 -3.472381 -1.405665 0.011 0.013 -0.014
H -6.346452 -4.578644 -2.341969 -0.005 -0.013 -0.003
H -5.271326 -2.298214 -1.548474 -0.036 -0.027 0.098
```
Forces are in eV/Å.